(1)
The following is a DFT calculation (ωB97M-V/def2-TZVPD) of a single C13H16N2O5 molecule at a distorted geometry.

Cartesian coordinates (Å):
C1 -3.88 -2.12 -0.31
C2 -3.56 -1.06 0.73
C3 -2.26 -0.29 0.43
C4 -2.32 0.50 -0.89
C5 -1.76 1.92 -0.77
C6 -0.37 2.08 -0.18
O1 -0.11 2.96 0.61
N1 0.55 1.18 -0.64
C7 1.88 1.06 -0.22
C8 2.59 2.11 0.36
C9 3.91 1.93 0.74
C10 4.55 0.72 0.55
C11 3.83 -0.32 -0.02
N2 4.47 -1.61 -0.20
O2 5.66 -1.68 0.00
O3 3.77 -2.54 -0.53
C12 2.51 -0.17 -0.42
C13 -1.11 -1.28 0.41
O4 -0.39 -1.50 -0.53
O5 -0.95 -1.90 1.58
H1 -4.00 -1.68 -1.30
H2 -3.08 -2.86 -0.37
H3 -4.80 -2.64 -0.05
H4 -4.38 -0.34 0.78
H5 -3.46 -1.53 1.71
H6 -2.07 0.39 1.26
H7 -3.36 0.60 -1.20
H8 -1.80 -0.06 -1.67
H9 -1.73 2.37 -1.77
H10 -2.42 2.53 -0.16
H11 0.21 0.39 -1.16
H12 2.10 3.05 0.52
H13 4.45 2.75 1.18
H14 5.58 0.56 0.84
H15 1.98 -1.00 -0.86
H16 -0.22 -2.53 1.54

Computed properties:
- energy (Eh) = -990.65598
- SMILES = CC[C@H](CCC(=O)Nc1cccc([N+](=O)[O-])c1)C(=O)O
- HOMO (eV) = -9.0
- ΔE to the lowest compared entry with this formula, charge and spin (kJ/mol) = 306.0
- F_max (eV/A) = 1.45
- spin multiplicity = 1
- HOMO-LUMO gap (eV) = 8.64

---

(2)
The following is a DFT calculation (ωB97M-V/def2-TZVPD) of a single C13H16N2OS molecule.

Cartesian coordinates (Å):
C1 -4.47 -1.19 2.09
C2 -3.52 -0.94 0.96
C3 -3.78 0.05 0.02
C4 -2.91 0.27 -1.03
C5 -1.77 -0.50 -1.17
C6 -1.49 -1.50 -0.24
C7 -0.24 -2.31 -0.36
S1 1.08 -1.61 0.71
C8 1.70 -0.40 -0.37
N1 1.38 -0.26 -1.64
C9 2.11 0.79 -2.08
C10 2.89 1.30 -1.08
C11 3.84 2.44 -1.06
O1 3.35 3.59 -0.40
N2 2.61 0.52 0.03
C12 3.16 0.64 1.35
C13 -2.37 -1.71 0.82
H1 -4.86 -0.26 2.48
H2 -5.32 -1.78 1.74
H3 -3.99 -1.74 2.89
H4 -4.67 0.65 0.12
H5 -3.12 1.05 -1.75
H6 -1.07 -0.32 -1.98
H7 0.16 -2.30 -1.37
H8 -0.38 -3.33 0.01
H9 2.03 1.12 -3.10
H10 4.04 2.75 -2.09
H11 4.80 2.13 -0.61
H12 3.06 3.34 0.49
H13 3.16 -0.34 1.83
H14 4.18 1.01 1.30
H15 2.56 1.32 1.96
H16 -2.15 -2.48 1.54

Computed properties:
- energy (Eh) = -1087.91314
- SMILES = Cc1cccc(CSc2ncc(CO)n2C)c1
- HOMO (eV) = -7.9
- ΔE to the lowest compared entry with this formula, charge and spin (kJ/mol) = 113.2
- F_max (eV/A) = 0.62
- spin multiplicity = 1
- HOMO-LUMO gap (eV) = 8.46

---

(3)
The following is a DFT calculation (ωB97M-V/def2-TZVPD) of a molecular structure, C13H16NO4RuS7 at a distorted geometry.

Cartesian coordinates (Å):
Ru1 0.39 -1.47 0.22
C1 3.22 0.46 0.53
C2 3.16 0.61 -0.98
S1 2.24 -0.68 -1.87
C3 3.39 -2.08 -1.73
C4 2.79 -3.27 -0.99
S2 2.25 -2.83 0.69
C5 1.70 -0.97 3.57
C6 1.79 0.43 2.97
S3 1.54 0.58 1.17
H1 3.80 1.28 0.96
H2 3.65 -0.50 0.83
H3 4.16 0.65 -1.40
H4 2.66 1.54 -1.25
H5 4.28 -1.72 -1.21
H6 3.68 -2.37 -2.74
H7 3.54 -4.05 -0.89
H8 1.96 -3.69 -1.55
H9 2.39 -1.67 3.10
H10 1.91 -0.94 4.64
H11 2.77 0.86 3.18
H12 1.04 1.09 3.41
S4 0.02 -1.64 3.39
S5 0.09 -3.38 4.27
S6 -2.02 -2.96 0.51
S7 -0.62 -3.32 -0.78
O1 -1.30 0.13 1.11
C7 -1.55 0.37 -0.09
O2 -0.86 -0.17 -1.02
C8 -2.68 1.27 -0.46
C9 -3.44 1.88 0.52
C10 -4.51 2.70 0.18
C11 -4.82 2.91 -1.15
C12 -4.04 2.29 -2.12
C13 -2.98 1.47 -1.80
N1 -4.37 2.50 -3.54
O3 -3.62 2.05 -4.37
O4 -5.30 3.25 -3.80
H13 -3.18 1.69 1.56
H14 -5.10 3.18 0.95
H15 -5.64 3.53 -1.46
H16 -2.39 1.00 -2.58

Computed properties:
- energy (Eh) = -3742.80542
- expectation value of S² = 8.780
- HOMO (spin up / spin down) (eV) = -7.9 / -8.0
- ΔE to the lowest compared entry with this formula, charge and spin (kJ/mol) = 0.0
- F_max (eV/A) = 1.13
- spin multiplicity = 6
- HOMO-LUMO gap (spin up / spin down) (eV) = 7.46 / 6.17

---

(4)
The following is a DFT calculation (ωB97M-V/def2-TZVPD) of a single C13H16OS molecule at a distorted geometry.

Cartesian coordinates (Å):
C1 2.57 -2.18 0.47
S1 1.19 -1.19 0.82
O1 0.09 -2.10 1.23
C2 1.32 0.35 1.87
C3 -0.05 0.66 2.45
C4 -1.06 1.07 1.36
C5 -1.38 0.02 0.31
C6 -2.78 0.02 0.00
C7 -0.42 0.30 -0.83
C8 0.74 -0.36 -0.76
C9 1.87 -0.76 -1.73
C10 1.50 -0.12 -2.97
C11 0.59 0.55 -3.45
C12 -0.52 1.38 -3.19
C13 -1.01 1.14 -1.95
H1 2.42 -3.01 1.13
H2 3.47 -1.57 0.85
H3 1.64 1.12 1.16
H4 2.07 0.11 2.67
H5 -0.02 1.42 3.20
H6 -0.48 -0.34 2.71
H7 -1.93 1.11 2.08
H8 -0.99 2.13 1.03
H9 -1.18 -1.02 0.67
H10 -3.21 0.74 -0.60
H11 -3.21 -0.19 0.89
H12 -3.14 -0.82 -0.63
H13 1.82 -1.83 -1.97
H14 2.81 -0.41 -1.26
H15 -0.86 2.11 -3.91
H16 -1.84 1.66 -1.64

Computed properties:
- energy (Eh) = -978.04954
- SMILES = C=[S@@]1(=O)CCC[C@@H](C)C2=C1CC#CC=C2
- HOMO (eV) = -8.0
- ΔE to the lowest compared entry with this formula, charge and spin (kJ/mol) = 600.3
- F_max (eV/A) = 3.98
- spin multiplicity = 1
- HOMO-LUMO gap (eV) = 7.87

---

(5)
The following is a DFT calculation (ωB97M-V/def2-TZVPD) of a molecular structure, C13H17ClCuIN4O at a distorted geometry.

Cartesian coordinates (Å):
Cu1 0.35 0.53 0.38
N1 1.23 2.39 0.42
C1 2.68 2.33 0.62
C2 2.77 1.23 1.76
N2 2.02 0.01 1.46
C3 2.76 -1.18 0.93
C4 3.06 -1.03 -0.53
N3 1.81 -0.67 -1.20
H1 1.00 2.87 -0.44
H2 0.80 2.87 1.15
H3 3.16 3.24 1.07
H4 3.14 2.04 -0.30
H5 2.34 1.74 2.62
H6 3.80 0.98 2.09
H7 1.58 -0.28 2.31
H8 2.08 -1.98 1.03
H9 3.68 -1.38 1.51
H10 3.47 -1.98 -0.76
H11 3.79 -0.27 -0.78
H12 1.23 -1.52 -1.28
H13 1.96 -0.31 -2.13
Cl1 -5.66 -1.98 -1.57
C5 -4.06 -1.72 -0.93
C6 -3.52 -2.77 -0.27
C7 -2.19 -2.81 0.26
I1 -1.19 -4.35 1.12
C8 -1.48 -1.59 0.22
O1 -0.30 -1.34 0.76
C9 -2.14 -0.47 -0.42
N4 -1.41 0.77 -0.33
C10 -1.96 1.85 -0.73
C11 -3.32 1.91 -1.32
C12 -3.94 0.68 -1.44
C13 -3.43 -0.50 -0.95
H14 -4.03 -3.68 -0.18
H15 -1.47 2.82 -0.61
H16 -3.71 2.85 -1.67
H17 -4.89 0.69 -1.88

Computed properties:
- energy (Eh) = -3198.01052
- expectation value of S² = 0.753
- HOMO (spin up / spin down) (eV) = -10.4 / -10.4
- ΔE to the lowest compared entry with this formula, charge and spin (kJ/mol) = 0.0
- charge = +1
- F_max (eV/A) = 3.78
- spin multiplicity = 2
- HOMO-LUMO gap (spin up / spin down) (eV) = 7.38 / 6.65

---

(6)
The following is a DFT calculation (ωB97M-V/def2-TZVPD) of a molecular structure, C13H17ClMnN2 at a distorted geometry.

Cartesian coordinates (Å):
C1 -3.97 -0.12 0.39
C2 -4.28 1.14 -0.42
H1 -3.98 -1.02 -0.25
H2 -4.72 -0.25 1.18
H3 -2.98 -0.08 0.88
H4 -3.61 1.25 -1.27
H5 -5.30 1.13 -0.81
H6 -4.17 2.03 0.19
C3 0.51 -2.67 0.15
C4 1.36 -3.75 -0.05
C5 2.46 -3.62 -0.90
C6 2.68 -2.38 -1.49
H7 -0.32 -2.72 0.84
H8 1.15 -4.71 0.42
H9 3.11 -4.48 -1.11
H10 3.51 -2.22 -2.18
N1 0.70 -1.47 -0.45
C7 1.81 -1.31 -1.23
C8 2.06 0.06 -1.68
N2 1.20 1.00 -1.16
C9 1.38 2.29 -1.50
C10 3.28 1.78 -2.86
C11 2.39 2.71 -2.34
H11 0.68 3.02 -1.10
H12 2.43 3.77 -2.56
C12 3.11 0.44 -2.52
H13 3.76 -0.33 -2.93
H14 4.07 2.12 -3.52
Mn1 -0.41 0.30 0.02
C13 -1.42 1.93 -0.30
H15 -1.66 1.95 -1.39
H16 -0.77 2.77 -0.02
H17 -2.33 2.00 0.31
Cl1 -0.46 -0.04 2.19

Computed properties:
- energy (Eh) = -2226.27278
- expectation value of S² = 8.785
- HOMO (spin up / spin down) (eV) = -6.0 / -8.4
- ΔE to the lowest compared entry with this formula, charge and spin (kJ/mol) = 0.0
- F_max (eV/A) = 1.87
- spin multiplicity = 6
- HOMO-LUMO gap (spin up / spin down) (eV) = 5.20 / 7.45